1.
{"formula": "CH6N2S", "method": "ωB97M-V with the def2-TZVPD basis set", "elements": ["S", "H", "N", "C", "N", "H", "H", "H", "H", "H"], "coordinates": [[-1.936875, -1.192807, 1.189941], [-2.747410, -0.334867, 1.711445], [1.468209, 0.292721, -2.056920], [1.752145, 1.070087, -1.102505], [1.209321, 1.031898, 0.199982], [-0.682103, -1.375449, 2.272491], [1.864338, 0.641008, -2.934319], [2.687768, 1.657488, -1.153290], [0.867783, 1.895020, 0.603135], [0.253844, 0.643853, 0.174875]], "forces_ev_per_a": [[3.8, -1.9, 0.9], [-0.5, 1.1, 1.3], [-1.5, 0.5, -0.2], [1.5, 0.3, 0.6], [-2.0, -0.6, -0.5], [-3.3, 0.9, -2.2], [0.6, -0.6, 0.5], [-0.7, 0.6, 0.1], [1.5, 1.0, -0.2], [0.7, -1.2, -0.4]], "spin_multiplicity": 1, "homo_lumo_gap_ha": 0.3541, "lumo_energy_ev": 0.200, "total_charge": 0, "homo_ha": -0.347, "relative_energy_kcal_mol": 40.1}

***

2.
{"formula": "C2H3NO2", "method": "ωB97M-V with the def2-TZVPD basis set", "elements": ["O", "C", "N", "C", "O", "H", "H", "H"], "coordinates": [[-2.487890, 0.326798, 0.140783], [-1.433693, -0.101714, -0.248300], [-0.189294, 0.262876, 0.274680], [0.884863, -0.329080, -0.291354], [1.990860, 0.103377, 0.303338], [-1.293878, -0.833270, -1.059435], [-0.165835, 0.937954, 1.040879], [2.694865, -0.366942, -0.160594]], "forces_ev_per_a": [[0.5, -0.1, -0.1], [-0.4, 0.1, 0.0], [0.1, -0.2, -0.2], [-0.2, 0.2, 0.2], [-0.1, -0.2, -0.2], [-0.2, 0.1, 0.1], [0.1, -0.1, -0.1], [0.2, 0.2, 0.2]], "spin_multiplicity": 1, "homo_lumo_gap_ha": 0.3833, "lumo_energy_ev": 0.801, "total_charge": 0, "homo_ha": -0.354, "relative_energy_kcal_mol": 35.7}

***

3.
{"formula": "C17H16N4O2SSbSe4Zn", "method": "ωB97M-V with the def2-TZVPD basis set", "elements": ["Zn", "O", "C", "O", "C", "C", "C", "C", "C", "C", "N", "C", "C", "C", "C", "C", "C", "N", "H", "H", "H", "H", "H", "H", "H", "H", "H", "H", "C", "N", "C", "C", "N", "C", "S", "H", "H", "H", "H", "H", "H", "Se", "Sb", "Se", "Se", "Se"], "coordinates": [[0.196272, 0.913402, -0.422786], [-6.468675, -2.492299, 0.624639], [-5.607917, -3.287461, -0.049834], [-5.970211, -4.355756, -0.460619], [-4.225027, -2.755764, -0.238423], [-3.643607, -1.851072, 0.645971], [-2.362109, -1.379472, 0.425751], [-1.652670, -1.827151, -0.683863], [-2.232266, -2.718976, -1.580210], [-3.509445, -3.192255, -1.347953], [-0.351338, -1.314315, -0.883087], [0.564062, -2.088056, -1.296406], [1.923632, -1.573218, -1.519151], [2.898164, -2.362395, -2.114711], [4.159356, -1.816703, -2.297653], [4.388499, -0.517341, -1.878606], [3.346158, 0.197922, -1.300652], [2.142475, -0.322627, -1.120972], [-6.077072, -1.620175, 0.761818], [-4.170356, -1.509508, 1.528618], [-1.914654, -0.659439, 1.095239], [-1.702265, -3.015129, -2.476633], [-3.977123, -3.887247, -2.031174], [0.394727, -3.151397, -1.484846], [2.665779, -3.370496, -2.429069], [4.945262, -2.393887, -2.765444], [5.353781, -0.048476, -2.005903], [3.461757, 1.228924, -0.986440], [-0.106881, 3.049299, 2.691793], [1.281227, 2.633223, 2.566900], [2.358468, 3.481303, 2.667299], [3.475992, 2.752904, 2.464285], [3.053348, 1.458890, 2.234696], [1.704273, 1.391750, 2.281077], [0.762716, 0.007826, 1.995222], [-0.326111, 3.262350, 3.738182], [-0.745534, 2.247222, 2.328042], [-0.282557, 3.933469, 2.073063], [2.224260, 4.533082, 2.834974], [4.509341, 3.037008, 2.443799], [3.616364, 0.656746, 2.013992], [-1.409388, 4.258720, -3.608587], [-0.901727, 3.930932, -1.280408], [1.442970, 2.949260, -1.023184], [-2.041407, 1.816983, -0.396916], [-1.190551, 5.769393, 0.268176]], "forces_ev_per_a": [[0.2, 0.2, 0.2], [0.0, 0.0, 0.0], [0.0, 0.0, 0.0], [0.0, 0.1, 0.0], [0.0, 0.0, 0.0], [0.1, 0.0, 0.0], [-0.1, -0.1, -0.1], [0.0, 0.1, 0.1], [-0.1, 0.0, 0.0], [0.0, 0.0, 0.0], [0.2, -0.2, -0.1], [-0.1, 0.1, 0.1], [0.1, -0.1, 0.0], [0.0, 0.1, 0.1], [0.0, 0.0, 0.0], [0.0, 0.0, 0.0], [0.0, 0.0, 0.0], [-0.1, -0.1, -0.2], [0.0, 0.0, 0.0], [0.0, 0.0, 0.0], [0.1, 0.0, 0.0], [0.0, 0.0, 0.0], [0.0, 0.0, 0.0], [0.0, 0.0, 0.0], [0.0, 0.0, 0.0], [0.0, 0.0, 0.0], [0.0, 0.0, 0.0], [0.0, 0.0, 0.0], [-0.2, 0.0, -0.1], [0.0, -0.1, 0.0], [0.2, 0.0, 0.0], [-0.1, 0.1, 0.1], [-0.1, 0.0, 0.0], [0.0, 0.1, 0.0], [0.0, -0.2, -0.2], [0.0, 0.0, 0.0], [0.0, 0.1, 0.0], [0.0, 0.0, 0.0], [0.0, 0.1, 0.0], [0.1, 0.0, 0.0], [0.0, 0.0, 0.0], [0.0, 0.0, 0.1], [0.0, -0.1, 0.0], [0.0, -0.1, 0.1], [-0.1, 0.0, -0.1], [0.0, 0.0, 0.0]], "spin_multiplicity": 1, "homo_lumo_gap_ha": 0.1718, "lumo_energy_ev": 0.885, "total_charge": -1, "homo_ha": -0.139, "relative_energy_kcal_mol": 9.2}

***

4.
{"formula": "CH3Cl2NOS", "method": "ωB97M-V with the def2-TZVPD basis set", "elements": ["C", "N", "O", "S", "Cl", "Cl", "H", "H", "H"], "coordinates": [[1.123386, -0.366622, -0.490735], [-1.516155, -0.385583, 0.917827], [-0.211585, 1.886550, -0.456985], [0.345859, 0.996377, 0.538646], [2.834263, -0.431632, -0.083576], [-2.535426, -0.240540, -0.463964], [0.558838, -1.401517, -0.248456], [1.131123, -0.154586, -1.480420], [-1.730299, 0.097557, 1.767665]], "forces_ev_per_a": [[-1.2, -2.8, 4.1], [3.1, -0.4, -1.4], [-0.1, 1.1, -0.4], [-1.9, -2.8, -0.7], [0.4, -0.2, 0.4], [0.5, 0.7, 1.4], [1.4, 2.5, -0.5], [-0.8, 1.0, -3.0], [-1.5, 0.9, 0.1]], "spin_multiplicity": 1, "homo_lumo_gap_ha": [0.2918, 0.3022], "lumo_energy_ev": [-1.223, -1.196], "total_charge": 0, "homo_ha": [-0.337, -0.346], "relative_energy_kcal_mol": 34.8}

***

5.
{"formula": "C3H6N4O3", "method": "ωB97M-V with the def2-TZVPD basis set", "elements": ["C", "C", "C", "H", "H", "H", "H", "H", "H", "N", "N", "N", "N", "O", "O", "O"], "coordinates": [[0.595407, -0.979143, -1.165493], [-0.682896, 0.807751, 0.840292], [-0.949894, 2.058127, 1.672198], [0.359960, -1.139170, -3.189599], [1.256235, -2.398837, -2.522448], [0.782466, -1.396869, 0.908543], [1.406123, -2.588923, -0.092469], [0.547302, 1.947379, -0.275779], [-2.157430, 0.982769, 2.445778], [0.723786, -1.569812, -2.340121], [1.118642, -1.606290, -0.047452], [0.223285, 0.245490, -1.296107], [0.227252, 0.958769, -0.088598], [-1.216917, -0.267448, 1.129506], [-2.017429, 1.940128, 2.437602], [-0.215892, 3.006077, 1.584147]], "forces_ev_per_a": [[1.4, 0.6, 1.1], [-0.4, -1.1, 1.2], [1.0, 0.3, -0.5], [0.2, 0.2, 0.9], [0.0, -0.2, 0.5], [0.0, 0.3, -1.4], [-0.4, 0.8, -0.5], [-0.6, -1.6, 0.7], [-0.6, -0.6, 0.0], [-0.1, -2.2, -2.9], [-0.2, -0.6, 0.8], [-0.4, 0.4, 1.3], [0.9, 2.6, -1.9], [-0.4, 0.5, 0.0], [0.3, 0.3, 0.4], [-0.6, 0.2, 0.2]], "spin_multiplicity": 1, "homo_lumo_gap_ha": 0.3429, "lumo_energy_ev": 0.536, "total_charge": 0, "homo_ha": -0.323, "relative_energy_kcal_mol": 3.0}

***

6.
{"formula": "C30H36N4O8RuS2", "method": "ωB97M-V with the def2-TZVPD basis set", "elements": ["Ru", "C", "O", "C", "C", "O", "C", "C", "O", "C", "H", "H", "H", "H", "H", "H", "H", "H", "H", "H", "H", "H", "H", "H", "O", "N", "C", "C", "C", "C", "C", "C", "S", "O", "O", "N", "C", "S", "C", "C", "N", "H", "H", "H", "H", "H", "H", "H", "H", "C", "C", "C", "C", "C", "C", "N", "C", "C", "C", "C", "C", "C", "C", "O", "O", "C", "C", "H", "H", "H", "H", "H", "H", "H", "H", "H", "H", "H", "H", "H", "H"], "coordinates": [[-0.242107, 0.650600, 0.262711], [0.293410, 0.533512, -3.315543], [0.961200, 0.677058, -2.081540], [1.932798, -0.342832, -1.858864], [1.314715, -1.694495, -1.575235], [0.685588, -1.617891, -0.319949], [-0.283365, -2.637672, -0.066563], [-1.605344, -2.209744, -0.659560], [-1.990601, -1.061679, 0.065655], [-3.165613, -0.449302, -0.430840], [1.016420, 0.510832, -4.139113], [-0.355837, 1.399483, -3.427764], [-0.322676, -0.369445, -3.359313], [2.508770, -0.019781, -0.991123], [2.598962, -0.424998, -2.728136], [2.112778, -2.449125, -1.553173], [0.605486, -1.988841, -2.357597], [-0.370337, -2.707274, 1.018512], [0.056426, -3.597067, -0.469577], [-2.355711, -3.002015, -0.549345], [-1.513312, -1.963590, -1.729567], [-3.946235, -1.202055, -0.578454], [-2.963625, 0.066181, -1.377693], [-3.495572, 0.275005, 0.310681], [-0.009470, 2.311932, 0.135907], [2.611093, -2.686838, 7.760636], [1.624005, -2.598298, 6.772670], [1.243845, -3.729336, 6.050917], [0.244003, -3.646672, 5.096726], [-0.394034, -2.442374, 4.866750], [-0.025900, -1.314017, 5.580431], [0.975984, -1.390548, 6.525712], [-1.686443, -2.347686, 3.665185], [-2.913567, -2.081060, 4.397677], [-1.627110, -3.582949, 2.913770], [-1.299468, -1.159977, 2.698848], [-1.809824, 0.051941, 2.766609], [-3.094067, 0.619892, 3.840583], [-3.051008, 2.179960, 3.075627], [-2.144119, 2.195780, 2.088731], [-1.445326, 1.021968, 1.905470], [3.287084, -3.413207, 7.572037], [3.086387, -1.810597, 7.919552], [1.749337, -4.669883, 6.237582], [-0.042868, -4.509714, 4.510959], [-0.513366, -0.366252, 5.385288], [1.271803, -0.504153, 7.075708], [-3.679487, 2.989203, 3.407243], [-1.885186, 3.032049, 1.458496], [4.212289, -6.937532, 5.681944], [4.634789, -5.491913, 5.645140], [5.436896, -4.983405, 6.663654], [5.816361, -3.649249, 6.647498], [5.383367, -2.810426, 5.634983], [4.590281, -3.304212, 4.594091], [4.082595, -2.506450, 3.569789], [4.525732, -1.242667, 3.204916], [5.860183, -0.838997, 3.348570], [6.264569, 0.424803, 2.958202], [5.358616, 1.315145, 2.401390], [4.050183, 0.901515, 2.204336], [3.614492, -0.365467, 2.579965], [2.184378, -0.778649, 2.229500], [1.776070, -1.893907, 2.611268], [1.582681, 0.036952, 1.481968], [4.227100, -4.667010, 4.594594], [3.369618, -5.211070, 3.484084], [4.518918, -7.404342, 6.617705], [4.657215, -7.505157, 4.860886], [3.128792, -7.039169, 5.588828], [5.755308, -5.634047, 7.469837], [6.429055, -3.249967, 7.447527], [5.634822, -1.759877, 5.658865], [3.069606, -2.576528, 3.368138], [6.584218, -1.530064, 3.757822], [7.302159, 0.711328, 3.088107], [5.671127, 2.309038, 2.106840], [3.321691, 1.553210, 1.741294], [3.450107, -4.588573, 2.595369], [2.312236, -5.225728, 3.765225], [3.657064, -6.230833, 3.225088]], "forces_ev_per_a": [[1.0, 0.3, -0.1], [-0.1, 0.2, 0.0], [0.1, -0.5, 0.4], [0.1, 0.0, -0.2], [0.2, 0.0, 0.1], [-0.4, -0.3, -0.2], [0.1, 0.0, 0.0], [0.0, -0.2, 0.2], [-0.2, 0.0, -0.3], [0.0, -0.1, 0.0], [0.0, 0.0, 0.0], [0.0, 0.0, 0.0], [0.0, 0.0, 0.0], [0.0, 0.0, 0.0], [0.0, 0.1, 0.0], [0.0, 0.0, 0.0], [0.0, 0.0, 0.0], [0.0, 0.0, -0.1], [0.0, 0.0, 0.0], [0.0, 0.0, 0.0], [0.0, 0.0, 0.0], [0.0, 0.0, 0.0], [0.0, 0.0, 0.0], [0.0, 0.0, 0.0], [-0.4, 0.5, -0.2], [0.0, 0.0, 0.0], [0.0, -0.1, 0.0], [0.0, 0.1, 0.0], [0.0, -0.1, 0.0], [0.0, 0.0, -0.1], [-0.1, 0.1, 0.0], [0.0, 0.1, 0.0], [-0.2, -0.1, 0.0], [0.0, 0.0, 0.0], [0.0, 0.0, 0.0], [0.2, 0.1, 0.2], [-0.1, 0.3, -0.3], [0.0, 0.1, 0.0], [-0.1, -0.1, 0.1], [0.2, 0.0, 0.0], [-0.4, -0.5, 0.5], [0.1, 0.0, 0.0], [0.0, 0.0, 0.0], [0.0, 0.0, 0.0], [0.0, 0.0, 0.0], [0.0, 0.0, 0.0], [0.0, 0.0, 0.0], [0.0, 0.0, 0.0], [0.0, 0.0, 0.0], [0.0, 0.0, 0.0], [0.0, 0.0, 0.0], [0.0, 0.0, 0.0], [0.0, 0.0, 0.0], [0.1, 0.0, 0.0], [-0.1, 0.0, 0.0], [0.2, 0.1, 0.3], [0.0, 0.0, 0.0], [0.0, 0.0, 0.0], [0.0, 0.0, 0.0], [0.0, 0.0, 0.0], [0.0, -0.1, 0.0], [0.0, 0.1, 0.0], [0.1, -0.2, -0.4], [-0.2, 0.1, 0.0], [-0.2, 0.2, 0.2], [-0.1, 0.0, 0.0], [0.0, 0.0, 0.0], [0.0, 0.0, 0.0], [0.0, 0.0, 0.0], [0.0, 0.0, 0.0], [0.0, 0.0, 0.0], [0.0, 0.0, 0.0], [0.0, 0.0, 0.0], [0.0, -0.1, -0.2], [0.0, 0.0, 0.0], [0.0, 0.0, 0.0], [0.0, 0.0, 0.0], [0.0, 0.0, 0.0], [0.0, 0.0, 0.0], [0.0, 0.0, 0.0], [0.0, 0.0, 0.0]], "spin_multiplicity": 2, "homo_lumo_gap_ha": [0.2547, 0.2394], "lumo_energy_ev": [2.480, 2.481], "total_charge": -1, "homo_ha": [-0.164, -0.148], "s_squared": 0.806, "relative_energy_kcal_mol": 24.3}

***

7.
{"formula": "C4H9NO", "method": "ωB97M-V with the def2-TZVPD basis set", "elements": ["C", "C", "N", "C", "C", "O", "H", "H", "H", "H", "H", "H", "H", "H", "H"], "coordinates": [[0.787544, -0.551670, -0.392605], [1.258270, -0.359960, 1.025536], [-1.536807, 0.857310, 0.189188], [-0.488446, -1.047589, -0.705817], [-1.633697, -0.374043, -0.272796], [0.636433, 1.392963, -0.858828], [1.277315, 1.871536, -0.320062], [1.583371, -0.838281, -1.073766], [-0.440830, 1.352070, -0.255821], [-2.402234, 1.325341, 0.418615], [-0.595099, -1.774481, -1.501250], [-2.614417, -0.830317, -0.411707], [1.563679, -1.340902, 1.404929], [2.131706, 0.292074, 1.082806], [0.473213, 0.025949, 1.671578]], "forces_ev_per_a": [[-0.2, 0.2, 0.1], [0.0, 0.1, 0.0], [0.1, -0.2, -0.1], [0.1, 0.1, 0.0], [0.1, 0.3, 0.1], [-0.1, -0.3, 0.2], [-0.1, 0.0, 0.0], [0.0, 0.0, 0.0], [0.1, -0.1, 0.0], [0.0, -0.1, 0.0], [0.0, 0.0, 0.0], [0.0, 0.0, 0.0], [0.0, 0.0, -0.1], [0.0, 0.0, 0.0], [0.0, 0.0, 0.0]], "spin_multiplicity": 1, "homo_lumo_gap_ha": 0.3174, "lumo_energy_ev": 0.792, "total_charge": 0, "homo_ha": -0.288, "relative_energy_kcal_mol": 71.7}

***

8.
{"formula": "C3H5NO2", "method": "ωB97M-V with the def2-TZVPD basis set", "elements": ["C", "C", "O", "C", "O", "N", "H", "H", "H", "H", "H"], "coordinates": [[0.323176, 0.705643, -1.534992], [-0.401456, -0.085556, -0.489215], [-1.527909, -0.521175, -0.598885], [0.376095, -0.304309, 0.824491], [1.581242, -0.139136, 0.887552], [-0.435340, -0.661562, 1.840947], [-0.230914, 0.692971, -2.474265], [0.413607, 1.737657, -1.174528], [1.341632, 0.330131, -1.658643], [-1.401875, -0.867402, 1.638177], [-0.038257, -0.887262, 2.739361]], "forces_ev_per_a": [[0.0, 0.0, -0.1], [-0.3, 0.0, -0.2], [0.5, 0.2, 0.0], [0.2, 0.0, 0.2], [-0.4, 0.0, 0.0], [0.1, -0.1, 0.1], [0.1, 0.0, 0.1], [0.0, -0.1, 0.0], [-0.1, 0.0, 0.0], [0.1, 0.0, 0.0], [0.0, 0.0, -0.1]], "spin_multiplicity": 1, "homo_lumo_gap_ha": 0.3672, "lumo_energy_ev": 0.286, "total_charge": 0, "homo_ha": -0.357, "relative_energy_kcal_mol": 3.3}